Molecular formula: C48H126N10O14
Method: DFT, ωB97M-V/def2-TZVPD

Calculated values
**SMILES**: COC[C@H](C)N.COC[C@H](C)N.COC[C@H](C)N.COC[C@H](C)N.COC[C@H](C)N.COC[C@H](C)N.COCCNCCOC.COCCNCCOC.COCCNCCOC.COCCNCCOC
**Energy relative to the best compared isomer or geometry (same formula, charge and spin)**: 688.2 kJ/mol
**LUMO energy**: 0.46 eV
**2S+1**: 1
**E_tot**: -3504.8518 Ha

Each line ends with the Mulliken charge.
Cartesian coordinates (Å):
C (9.80968, -1.98857, 1.80636)  -0.455
O (10.85554, -2.84364, 2.28802)  -0.356
C (12.08859, -2.74701, 1.61364)  -0.764
C (12.13701, -3.12271, 0.11737)  -0.269
N (11.63093, -4.46435, -0.04442)  -0.387
C (11.08161, -4.74827, -1.39041)  -0.907
C (9.72532, -4.06578, -1.70286)  -0.312
O (8.74200, -4.33304, -0.69724)  -0.336
C (7.54603, -3.60134, -0.99984)  -0.761
H (10.10545, -0.93971, 1.82879)  0.297
H (8.90894, -1.92883, 2.41726)  0.290
H (9.48591, -2.23769, 0.79581)  0.061
H (12.88213, -3.31330, 2.10119)  0.304
H (12.43829, -1.72994, 1.79077)  0.418
H (13.14339, -2.99686, -0.28196)  0.385
H (11.49869, -2.38640, -0.37098)  0.144
H (10.94575, -4.54301, 0.69344)  0.351
H (10.97247, -5.82049, -1.55329)  0.384
H (11.79290, -4.36963, -2.12444)  0.362
H (9.36265, -4.53042, -2.61975)  0.462
H (10.00675, -3.01511, -1.77359)  0.223
H (7.65192, -2.51665, -1.01829)  0.294
H (6.74989, -3.93357, -0.33360)  0.247
H (7.20060, -3.86717, -1.99889)  0.327
C (4.85949, 4.84133, 1.23729)  -0.770
O (5.32709, 5.94777, 0.40082)  -0.232
C (4.89672, 7.22949, 0.91749)  -0.686
C (5.67278, 8.28165, 0.14013)  -0.582
N (5.07747, 8.37873, -1.18320)  -0.421
C (6.00644, 8.97938, -2.11801)  -0.573
C (5.73006, 8.72977, -3.60670)  -0.751
O (6.06024, 7.39068, -3.96979)  -0.224
C (5.74253, 7.14230, -5.36425)  -0.769
H (5.40005, 4.81118, 2.18333)  0.309
H (5.07702, 3.93050, 0.67945)  0.211
H (3.78426, 4.93363, 1.39052)  0.309
H (5.12933, 7.32389, 1.97819)  0.450
H (3.84601, 7.42014, 0.69896)  0.365
H (6.72937, 8.01429, 0.15543)  0.345
H (5.54845, 9.27183, 0.57852)  0.381
H (4.81865, 7.48013, -1.56481)  0.284
H (7.03548, 8.65630, -1.96050)  0.340
H (5.93925, 10.04320, -1.89021)  0.358
H (6.15262, 9.50114, -4.25053)  0.417
H (4.64200, 8.77160, -3.65652)  0.381
H (6.26902, 7.66671, -6.16168)  0.311
H (4.70396, 7.45730, -5.46552)  0.321
H (5.83142, 6.06767, -5.52352)  0.225
C (-3.59831, 5.13254, -3.66802)  -0.692
O (-4.18916, 5.39726, -2.35965)  -0.323
C (-5.48712, 4.82918, -2.26677)  -0.420
C (-6.04465, 5.08623, -0.81528)  -0.517
N (-7.22752, 4.23875, -0.57136)  -0.389
C (-7.51546, 4.35003, 0.88219)  -0.640
C (-8.78682, 3.50752, 1.20655)  -0.705
O (-8.53688, 2.10928, 1.07996)  -0.226
C (-9.68883, 1.30474, 1.19475)  -0.807
H (-2.61629, 5.60527, -3.68413)  0.245
H (-4.14882, 5.64360, -4.45786)  0.291
H (-3.58498, 4.05064, -3.80005)  0.292
H (-5.34432, 3.75337, -2.36848)  0.228
H (-6.17135, 5.08976, -3.07425)  0.362
H (-6.27540, 6.14909, -0.74337)  0.242
H (-5.30993, 4.80060, -0.06248)  0.323
H (-6.96972, 3.27954, -0.75455)  0.267
H (-7.57629, 5.34475, 1.32371)  0.468
H (-6.69872, 3.89228, 1.44030)  0.360
H (-9.67169, 3.71843, 0.60602)  0.357
H (-9.12813, 3.85324, 2.18229)  0.400
H (-10.44128, 1.45066, 0.41975)  0.335
H (-10.20751, 1.47835, 2.13758)  0.323
H (-9.34047, 0.27413, 1.26246)  0.228
C (0.76325, 0.16150, 8.01175)  -0.759
O (1.89725, -0.49330, 8.58401)  -0.300
C (2.63842, -1.21701, 7.67899)  -0.597
C (3.92917, -1.59879, 8.38133)  -0.628
N (4.79941, -0.48197, 8.60355)  -0.399
C (5.88507, -1.00064, 9.49334)  -0.557
C (7.03775, -0.00352, 9.78034)  -0.473
O (8.27162, -0.59778, 10.35295)  -0.382
C (9.06728, -1.43289, 9.52914)  -0.623
H (1.02151, 0.75706, 7.13613)  0.327
H (0.44044, 0.87270, 8.77206)  0.248
H (-0.04256, -0.52721, 7.75784)  0.281
H (2.80370, -0.64169, 6.76806)  0.377
H (2.11712, -2.14010, 7.42551)  0.356
H (4.46660, -2.36405, 7.82129)  0.446
H (3.74861, -2.11170, 9.32601)  0.349
H (4.23978, 0.12694, 9.18332)  0.264
H (6.40581, -1.75765, 8.90693)  0.313
H (5.61026, -1.53903, 10.40037)  0.344
H (6.65665, 0.79522, 10.41664)  0.285
H (7.33843, 0.40823, 8.81693)  0.346
H (10.02125, -1.64615, 10.01139)  0.228
H (9.32955, -0.96446, 8.58051)  0.266
H (8.47929, -2.34615, 9.43800)  0.286
C (-4.14420, -1.62247, 0.62289)  -1.311
C (-4.23738, -0.85799, -0.70490)  0.309
C (-3.29609, -1.43503, -1.75941)  -0.693
O (-1.98315, -1.47866, -1.25623)  -0.354
C (-1.32325, -0.27396, -1.46892)  -0.724
N (-5.63456, -0.87852, -1.15592)  -0.697
H (-4.61252, -2.58262, 0.40640)  0.314
H (-4.63102, -1.06471, 1.42290)  0.390
H (-3.14842, -1.84131, 1.00841)  0.340
H (-4.02014, 0.19053, -0.50113)  0.184
H (-3.32619, -0.90084, -2.70907)  0.376
H (-3.63443, -2.43987, -2.01224)  0.381
H (-1.75421, 0.59805, -0.97701)  0.277
H (-1.14237, -0.07428, -2.52510)  0.310
H (-0.31117, -0.34131, -1.06983)  0.282
H (-6.14180, -0.78384, -0.28768)  0.257
H (-5.68066, -1.87958, -1.28188)  0.360
C (2.91077, -5.31610, -8.63946)  -1.321
C (1.97592, -4.15226, -8.20977)  0.482
C (1.90308, -3.00936, -9.22468)  -0.716
O (3.17659, -2.40633, -9.51433)  -0.329
C (3.86935, -1.76624, -8.38763)  -0.681
N (0.66256, -4.67372, -7.97795)  -0.739
H (3.86629, -4.87139, -8.91751)  0.303
H (2.59957, -5.91910, -9.49248)  0.357
H (3.08231, -6.04859, -7.85071)  0.367
H (2.27311, -3.65470, -7.28662)  0.281
H (1.21924, -2.26723, -8.81273)  0.322
H (1.63517, -3.42020, -10.19810)  0.334
H (3.27490, -1.02956, -7.84722)  0.291
H (4.75869, -1.34138, -8.85310)  0.238
H (4.13564, -2.54345, -7.67130)  0.289
H (0.10519, -3.99477, -7.47948)  0.258
H (0.67743, -5.36430, -7.24108)  0.263
C (-7.81382, -2.34940, -8.75154)  -1.180
C (-9.08555, -1.44117, -8.52835)  0.354
C (-10.07793, -1.57215, -9.72868)  -0.641
O (-9.46059, -1.17457, -10.93207)  -0.285
C (-10.25859, -0.70805, -11.99684)  -0.729
N (-9.67848, -1.76647, -7.25742)  -0.699
H (-7.38151, -1.95348, -9.67047)  0.317
H (-8.02307, -3.41163, -8.87796)  0.287
H (-7.18411, -2.12959, -7.88942)  0.349
H (-8.75227, -0.40371, -8.50174)  0.224
H (-10.93516, -0.93105, -9.52317)  0.336
H (-10.44301, -2.59914, -9.71842)  0.334
H (-11.04651, -0.02047, -11.68938)  0.308
H (-10.72955, -1.53456, -12.52896)  0.287
H (-9.64264, -0.20172, -12.74004)  0.246
H (-10.59966, -1.36427, -7.15864)  0.223
H (-9.10326, -1.36030, -6.53336)  0.268
C (-10.44315, 1.07054, 12.82427)  -1.474
C (-9.42412, -0.00444, 12.58475)  0.717
C (-8.17570, 0.44664, 11.80947)  -0.821
O (-8.44392, 0.96989, 10.49189)  -0.345
C (-9.01652, 0.07929, 9.57782)  -0.707
N (-8.98214, -0.45876, 13.92763)  -0.770
H (-10.55534, 1.74440, 11.97489)  0.311
H (-10.19900, 1.74587, 13.64428)  0.408
H (-11.43069, 0.62624, 12.94866)  0.363
H (-9.86082, -0.90236, 12.14757)  0.272
H (-7.40706, -0.32597, 11.82881)  0.410
H (-7.77363, 1.31405, 12.33294)  0.332
H (-8.61326, -0.92512, 9.70681)  0.317
H (-8.79023, 0.36740, 8.55123)  0.249
H (-10.08037, 0.02700, 9.80931)  0.257
H (-8.25910, -1.15111, 13.79358)  0.222
H (-9.78045, -0.88802, 14.37322)  0.258
C (10.41045, 2.54970, -3.97770)  -1.387
C (9.76489, 2.62918, -2.52295)  0.514
C (10.59899, 3.38500, -1.53289)  -0.698
O (11.86790, 2.77410, -1.54033)  -0.279
C (12.89591, 3.36465, -0.69191)  -0.760
N (8.40107, 3.04380, -2.53628)  -0.683
H (9.76655, 2.05658, -4.70592)  0.396
H (11.30560, 1.93019, -3.92281)  0.342
H (10.73513, 3.49012, -4.42301)  0.336
H (9.70214, 1.69756, -1.96060)  0.222
H (10.07063, 3.28409, -0.58487)  0.329
H (10.63466, 4.45405, -1.74254)  0.383
H (13.11087, 4.41193, -0.90429)  0.295
H (13.73846, 2.72134, -0.94562)  0.243
H (12.66224, 3.21705, 0.36247)  0.296
H (8.02853, 3.31812, -1.63847)  0.214
H (8.38707, 3.94379, -2.99447)  0.236
C (-11.03580, -7.95287, -2.03555)  -1.259
C (-10.32205, -6.86992, -1.14087)  0.316
C (-10.01581, -7.31736, 0.31052)  -0.631
O (-11.20353, -7.55760, 0.99906)  -0.318
C (-11.05534, -7.42672, 2.38828)  -0.749
N (-9.10934, -6.55638, -1.84106)  -0.728
H (-10.29994, -8.73863, -2.20637)  0.339
H (-11.29144, -7.42082, -2.95189)  0.367
H (-11.83736, -8.46568, -1.50394)  0.314
H (-10.84060, -5.91280, -1.08500)  0.308
H (-9.52911, -6.50303, 0.84726)  0.361
H (-9.32882, -8.16336, 0.28964)  0.247
H (-10.75784, -6.38876, 2.53743)  0.363
H (-10.45028, -8.22909, 2.81042)  0.260
H (-12.07354, -7.41745, 2.77724)  0.266
H (-9.35527, -6.14168, -2.72854)  0.268
H (-8.63571, -7.40143, -2.12687)  0.275

Cartesian forces (eV/Å) of the 2 atoms listed first:
0.489 0.573 -0.306
-1.160 -0.641 0.023